The following is a DFT calculation (ωB97M-V with the def2-TZVPD basis set) of a structure of composition C8H26GaO8P2.

```
45
C8H26GaO8P2 | the OMol25 dataset | ωB97M-V with the def2-TZVPD basis set
O 4.97 -3.91 -0.32
P 4.06 -2.72 -1.21
O 3.63 -1.36 -0.21
Ga 2.23 -3.63 -2.34
P 0.16 -3.33 -1.29
O -0.33 -1.66 -1.21
O 0.05 -4.15 0.25
H 4.86 -4.84 -0.71
H 3.78 -0.54 -0.80
H 2.48 -5.20 -2.58
H 2.13 -2.89 -3.79
H -0.21 -1.27 -0.30
H -0.36 -5.06 0.05
C 4.18 2.25 0.58
O 3.11 2.13 -0.35
C 1.85 1.92 0.30
C 1.02 3.20 0.32
O 1.61 4.19 1.17
C 2.29 5.19 0.42
H 5.06 2.61 0.04
H 3.95 2.97 1.37
H 4.40 1.28 1.02
H 1.99 1.52 1.32
H 1.31 1.16 -0.28
H 0.03 2.97 0.74
H 0.87 3.59 -0.69
H 1.56 5.85 -0.07
H 2.97 4.76 -0.32
H 2.89 5.79 1.12
C -3.17 -1.61 1.94
O -4.49 -1.78 1.43
C -5.23 -0.55 1.42
C -5.30 0.05 0.02
O -4.01 0.50 -0.42
C -3.41 -0.41 -1.34
H -2.60 -2.52 1.73
H -2.66 -0.77 1.47
H -3.21 -1.47 3.02
H -4.80 0.16 2.14
H -6.24 -0.79 1.75
H -5.95 0.93 0.04
H -5.73 -0.66 -0.70
H -3.92 -0.34 -2.31
H -3.44 -1.44 -0.98
H -2.36 -0.12 -1.47
```

The value obtained for the LUMO energy is 2.660 eV. As for the total charge: -1.